Entry 1:
Computed, not measured: an isolated ion of composition C7H16N3 and charge +1, with ωB97M-V with the def2-TZVPD basis set.

Bonds (Å) are listed after each position.
Positions of all 26 atoms, in Å:
1 C -2.30100 -0.69647 -0.45204  C2 1.514, H11 1.080, H12 1.030, H13 1.167
2 C -1.06843 0.06808 -0.88439  C1 1.514, C3 1.517, C4 1.610, C5 1.511
3 C -0.78304 -0.16687 -2.35612  C2 1.517, H14 1.050, H15 1.159, H16 1.149
4 C -1.25828 1.63351 -0.55774  C2 1.610, H17 1.094, H18 1.201, H19 1.165
5 C 0.02236 -0.36096 0.06961  C2 1.511, C6 1.497, N10 1.513
6 C -0.03484 -0.89210 1.46805  C5 1.497, N7 1.375, H20 1.089
7 N 1.21557 -1.30628 1.86205  C6 1.375, C8 1.488, H21 1.001
8 C 2.20711 -0.45236 1.15280  N7 1.488, N9 1.418, N10 1.526, H22 1.150
9 N 2.45041 0.82276 1.72238  C8 1.418, H23 1.079, H24 0.989
10 N 1.50355 -0.16617 -0.17035  C5 1.513, C8 1.526, H25 0.979, H26 1.055
11 H -3.10533 -0.83200 -1.16030  C1 1.080
12 H -2.04154 -1.65921 -0.19226  C1 1.030
13 H -2.83648 -0.02175 0.33598  C1 1.167
14 H -0.13575 0.55921 -2.75277  C3 1.050
15 H -1.74147 -0.06159 -2.99903  C3 1.159
16 H -0.25203 -1.13478 -2.67351  C3 1.149
17 H -1.81214 2.19719 -1.31439  C4 1.094
18 H -0.21813 2.22744 -0.47481  C4 1.201
19 H -1.78609 1.66913 0.48055  C4 1.165
20 H -0.90862 -1.30127 1.97230  C6 1.089
21 H 1.46076 -1.53695 2.80464  N7 1.001
22 H 3.13288 -1.07315 0.87186  C8 1.150
23 H 3.25809 1.07134 2.39374  N9 1.079
24 H 1.60898 1.15526 2.12200  N9 0.989
25 H 1.70591 -0.60593 -1.02097  N10 0.979
26 H 1.71755 0.86393 -0.24728  N10 1.055

Properties
* E_LUMO: -2.955 eV
* HOMO: -12.153 eV
* HOMO-LUMO gap: 9.20 eV
* charge: +1
* SMILES: CC(C)(C)C1=CN[C@H](N)[NH2+]1
* energy relative to the best compared isomer or geometry (same formula, charge and spin): 323.1 kJ/mol


Entry 2:
Computed, not measured: an isolated ion of composition C7H16N3O3 and charge +1, with ωB97M-V with the def2-TZVPD basis set.

Bonds (Å) are listed after each position.
Positions of all 29 atoms, in Å:
1 C 3.90355 0.83768 -0.20455  O2 1.455, H14 1.054, H15 1.146, H16 1.136
2 O 2.49665 1.01066 0.12414  C1 1.455, C3 1.276
3 C 1.72517 0.17954 -0.46076  O2 1.276, O4 1.173, C5 1.559
4 O 2.10674 -0.56642 -1.28096  C3 1.173
5 C 0.28310 0.33362 0.11117  C3 1.559, O6 1.450, C7 1.565, C11 1.547
6 O 0.38439 0.84869 1.46296  C5 1.450, H17 0.980
7 C -0.37969 1.32183 -0.90508  C5 1.565, C8 1.594, H18 1.082, H19 1.139
8 C -1.88544 0.81642 -1.03905  C7 1.594, N9 1.406, N10 1.667, H20 1.154
9 N -2.87552 1.77086 -0.74544  C8 1.406, H21 1.072, H22 0.973
10 N -1.97196 -0.30074 0.19576  C8 1.667, C11 1.579, H23 1.007, H24 1.029
11 C -0.54431 -0.97268 0.14312  C5 1.547, N10 1.579, C12 1.463, N13 1.427
12 C -0.36345 -1.79223 1.34182  C11 1.463, H25 1.139, H26 1.127, H27 1.209
13 N -0.47224 -1.73754 -1.05950  C11 1.427, H28 1.010, H29 1.034
14 H 4.44282 1.70105 0.06873  C1 1.054
15 H 3.97641 0.65089 -1.33331  C1 1.146
16 H 4.30175 -0.03971 0.39752  C1 1.136
17 H 1.13624 1.47496 1.51802  O6 0.980
18 H 0.01386 1.48080 -1.90032  C7 1.082
19 H -0.46342 2.37232 -0.47276  C7 1.139
20 H -1.92922 0.12177 -1.95894  C8 1.154
21 H -3.84778 2.01833 -1.12327  N9 1.072
22 H -2.41845 2.56982 -0.43077  N9 0.973
23 H -1.99246 0.23289 1.04997  N10 1.007
24 H -2.66377 -1.04683 0.04199  N10 1.029
25 H -0.89568 -2.79825 1.39752  C12 1.139
26 H -0.90624 -1.27863 2.18492  C12 1.127
27 H 0.81921 -1.92998 1.55054  C12 1.209
28 H -0.66613 -2.69906 -0.81666  N13 1.010
29 H 0.49488 -1.63604 -1.41183  N13 1.034

Properties
* E_LUMO: -2.494 eV
* HOMO: -13.547 eV
* HOMO-LUMO gap: 11.05 eV
* charge: +1
* SMILES: COC(=O)[C@@]1(O)C[C@H](N)[NH2+][C@@]1(C)N
* energy relative to the best compared isomer or geometry (same formula, charge and spin): 0.0 kJ/mol


Entry 3:
Computed, not measured: an isolated ion of composition C7H16N5O2 and charge -1, with ωB97M-V with the def2-TZVPD basis set.

Bonds (Å) are listed after each position.
Positions of all 30 atoms, in Å:
1 H 0.05840 3.89148 -0.91310  N2 1.041
2 N -0.47108 3.53907 -0.08912  H1 1.041, C3 1.319
3 C -1.36304 2.66887 -0.52202  N2 1.319, N4 1.501, N5 1.459
4 N -1.34761 2.40259 -1.99929  C3 1.501, H16 1.034, H17 1.044
5 N -2.26141 1.99539 0.40976  C3 1.459, C6 1.489, H18 1.025
6 C -1.56693 1.50292 1.63116  N5 1.489, C7 1.600, H19 1.157, H20 1.147
7 C -0.33747 0.51778 1.35190  C6 1.600, C8 1.602, H21 1.158, H22 1.140
8 C -0.74388 -1.01723 1.13996  C7 1.602, C9 1.607, H23 1.155, H24 1.157
9 C 0.50844 -1.99063 0.88013  C8 1.607, C10 1.601, H25 1.158, H26 1.147
10 C 1.38073 -1.61139 -0.40723  C9 1.601, N11 1.510, N12 1.522, C13 1.626
11 N 0.44582 -1.07267 -1.46423  C10 1.510, H27 1.037, H28 1.031
12 N 2.05827 -2.88700 -0.88559  C10 1.522, H29 1.029, H30 1.040
13 C 2.59234 -0.57673 -0.08496  C10 1.626, O14 1.272, O15 1.380
14 O 3.55648 -0.88896 0.68300  C13 1.272
15 O 2.53937 0.64858 -0.71847  C13 1.380
16 H -2.29563 2.14331 -2.32110  N4 1.034
17 H -0.78044 1.54407 -2.17431  N4 1.044
18 H -2.84691 1.28271 -0.03782  N5 1.025
19 H -2.34838 0.88746 2.22225  C6 1.157
20 H -1.20182 2.37446 2.28180  C6 1.147
21 H 0.32438 0.54752 2.30160  C7 1.158
22 H 0.33933 0.81785 0.48475  C7 1.140
23 H -1.51668 -1.04418 0.28149  C8 1.155
24 H -1.30657 -1.44613 2.05556  C8 1.157
25 H 0.05993 -3.04380 0.70361  C9 1.158
26 H 1.14125 -2.08159 1.83190  C9 1.147
27 H 1.03593 -0.93590 -2.30540  N11 1.037
28 H -0.25857 -1.80899 -1.62330  N11 1.031
29 H 1.39372 -3.34830 -1.52207  N12 1.029
30 H 2.87269 -2.53929 -1.43002  N12 1.040

Properties
* E_LUMO: 3.243 eV
* HOMO: -4.210 eV
* HOMO-LUMO gap: 7.45 eV
* charge: -1
* SMILES: [H]/N=C(\N)NCCCCC(N)(N)C(=O)[O-]


Entry 4:
Computed, not measured: an isolated ion of composition C7H16N5O2 and charge +1, with ωB97M-V with the def2-TZVPD basis set.

Bonds (Å) are listed after each position.
Positions of all 30 atoms, in Å:
1 C 0.50785 0.55809 -3.89300  C2 1.505, H15 1.099, H16 1.147, H17 1.057
2 C -0.16436 -0.01617 -2.67549  C1 1.505, C3 1.524, H18 1.169, H19 1.042
3 C 0.73236 0.00154 -1.44292  C2 1.524, C4 1.491, H20 1.146, H21 1.050
4 C 0.09177 -0.50625 -0.19625  C3 1.491, N5 1.433, H22 1.096, H23 1.174
5 N 0.90029 -0.21648 0.95069  C4 1.433, C6 1.407, N11 1.551
6 C 0.70754 -0.89807 2.16623  N5 1.407, C7 1.509, H24 1.021, H25 1.083
7 C -0.71367 -0.76462 2.65686  C6 1.509, C8 1.487, H26 1.156, H27 1.070
8 C -0.98206 0.68939 2.81633  C7 1.487, N9 1.304, N10 1.318
9 N -1.99683 1.07041 3.54075  C8 1.304, H28 1.108, H29 0.947
10 N -0.26468 1.56747 2.14443  C8 1.318, N11 1.373, H30 1.048
11 N 0.72454 1.29869 1.23130  N5 1.551, N10 1.373, N12 1.433
12 N 1.95131 2.02299 1.38488  N11 1.433, O13 1.165, O14 1.193
13 O 2.74462 1.70497 0.59259  N12 1.165
14 O 1.83301 2.96965 2.10120  N12 1.193
15 H -0.07734 1.40501 -4.27735  C1 1.099
16 H 1.39359 1.24941 -3.66361  C1 1.147
17 H 0.77412 -0.19533 -4.58448  C1 1.057
18 H -1.17459 0.53191 -2.46055  C2 1.169
19 H -0.40916 -0.99262 -2.94570  C2 1.042
20 H 1.66785 -0.55973 -1.79363  C3 1.146
21 H 1.13447 0.91215 -1.10774  C3 1.050
22 H -0.16273 -1.56900 -0.11062  C4 1.096
23 H -1.03005 -0.19358 -0.04412  C4 1.174
24 H 1.38433 -0.60575 2.87291  C6 1.021
25 H 0.93503 -1.92724 1.91909  C6 1.083
26 H -0.72913 -1.30877 3.67615  C7 1.156
27 H -1.48218 -1.14498 2.01640  C7 1.070
28 H -2.48826 0.31445 4.18529  N9 1.108
29 H -2.31653 1.96081 3.58051  N9 0.947
30 H -0.12377 2.53335 2.52473  N10 1.048

Properties
* E_LUMO: -3.812 eV
* HOMO: -13.457 eV
* HOMO-LUMO gap: 9.65 eV
* charge: +1
* SMILES: CCCCN1CCC(=[NH2+])NN1[N+](=O)[O-]
* energy relative to the best compared isomer or geometry (same formula, charge and spin): 504.8 kJ/mol


Entry 5:
Computed, not measured: an isolated ion of composition C7H16NO3 and charge +1, with ωB97M-V with the def2-TZVPD basis set.

Bonds (Å) are listed after each position.
Positions of all 27 atoms, in Å:
1 C 2.61137 0.44906 2.16641  O2 1.413, H12 1.060, H13 1.217, H14 1.100
2 O 1.33240 0.38152 1.56878  C1 1.413, C3 1.315
3 C 1.22016 -0.48796 0.58918  O2 1.315, O4 1.198, C5 1.602
4 O 2.12212 -1.10126 0.09460  C3 1.198
5 C -0.27546 -0.41689 0.01861  C3 1.602, N6 1.535, O7 1.360, C9 1.599
6 N -1.17496 0.55491 0.79511  C5 1.535, H15 1.106, H16 1.062, H17 1.077
7 O -0.90052 -1.62197 0.10637  C5 1.360, C8 1.465
8 C -0.43695 -2.66662 1.02336  O7 1.465, H18 1.063, H19 1.126, H20 1.027
9 C -0.30316 0.01273 -1.52134  C5 1.599, C10 1.471, C11 1.487, H21 1.086
10 C -1.68708 0.10513 -2.01166  C9 1.471, H22 1.076, H23 1.078, H24 1.073
11 C 0.53837 1.22426 -1.70888  C9 1.487, H25 1.079, H26 1.151, H27 1.051
12 H 2.39826 1.09099 2.98263  C1 1.060
13 H 3.48347 0.77099 1.38095  C1 1.217
14 H 3.11068 -0.51168 2.36288  C1 1.100
15 H -1.83479 0.68246 -0.08274  N6 1.106
16 H -1.65389 -0.09463 1.48509  N6 1.062
17 H -0.87829 1.41767 1.36663  N6 1.077
18 H -1.32364 -3.24983 0.95516  C8 1.063
19 H -0.12306 -2.05268 1.91295  C8 1.126
20 H 0.37714 -3.11432 0.58615  C8 1.027
21 H 0.18206 -0.83465 -1.99735  C9 1.086
22 H -2.20493 1.00632 -1.73409  C10 1.076
23 H -2.27893 -0.74524 -1.71316  C10 1.078
24 H -1.70785 0.14841 -3.08394  C10 1.073
25 H 0.26754 2.13828 -1.20271  C11 1.079
26 H 1.63849 1.11017 -1.38943  C11 1.151
27 H 0.54514 1.59452 -2.69264  C11 1.051

Properties
* E_LUMO: -3.231 eV
* HOMO: -14.648 eV
* HOMO-LUMO gap: 11.42 eV
* charge: +1
* SMILES: COC(=O)[C@]([NH3+])(OC)C(C)C
* energy relative to the best compared isomer or geometry (same formula, charge and spin): 83.3 kJ/mol


Entry 6:
Computed, not measured: a 2-piece molecular cluster, C7H16NO4P overall, with ωB97M-V with the def2-TZVPD basis set.

Bonds (Å) are listed after each position.
Positions of all 29 atoms, in Å:
1 C -2.43064 0.23053 0.44915  N8 1.279, H14 1.074
2 C 0.98849 -2.62836 0.02423  C6 1.526, H15 1.068, H16 1.083, H17 1.159
3 C 4.29555 1.37114 -0.16960  C7 1.483, H18 1.141, H19 1.151, H20 1.113
4 C -4.48922 -0.77101 0.56192  N8 1.471, H21 1.116, H22 1.121, H23 1.080
5 C -0.68516 1.87593 -0.52763  P13 1.795, H24 1.040, H25 1.137
6 C -0.13153 -1.77521 -0.56540  C2 1.526, O11 1.383, H26 1.110, H27 1.023
7 C 2.91608 1.88056 0.01996  C3 1.483, O12 1.424, H28 1.158, H29 1.058
8 N -3.42067 -0.17295 -0.25379  C1 1.279, C4 1.471, O9 1.269
9 O -3.66370 -0.11229 -1.49827  N8 1.269
10 O 0.63871 0.37686 1.41152  P13 1.490
11 O 0.41319 -0.58196 -1.00286  C6 1.383, P13 1.588
12 O 1.93154 1.15402 -0.70936  C7 1.424, P13 1.597
13 P 0.55994 0.67671 -0.04554  C5 1.795, O10 1.490, O11 1.588, O12 1.597
14 H -2.63824 0.40278 1.48855  C1 1.074
15 H 1.76284 -1.98685 0.38397  C2 1.068
16 H 0.65689 -3.18638 0.89109  C2 1.083
17 H 1.47518 -3.21462 -0.84956  C2 1.159
18 H 4.96508 2.06593 0.43996  C3 1.141
19 H 4.26790 0.27702 0.18651  C3 1.151
20 H 4.66903 1.48033 -1.21213  C3 1.113
21 H -4.68564 -0.17491 1.48507  C4 1.116
22 H -5.47810 -0.70460 0.03806  C4 1.121
23 H -4.00278 -1.68030 0.88155  C4 1.080
24 H -0.89756 2.58850 0.19890  C5 1.040
25 H -1.21642 2.00274 -1.52462  C5 1.137
26 H -0.78686 -1.73148 0.32897  C6 1.110
27 H -0.61426 -2.34844 -1.26235  C6 1.023
28 H 3.01597 3.01862 -0.16990  C7 1.158
29 H 2.58441 1.66769 1.00160  C7 1.058

Properties
* E_LUMO (spin up / spin down): -0.944 / -1.134 eV
* HOMO (spin up / spin down): -9.054 / -8.945 eV
* HOMO-LUMO gap (spin up / spin down): 8.11 / 7.81 eV
* energy relative to the best compared isomer or geometry (same formula, charge and spin): 685.5 kJ/mol


Entry 7:
Computed, not measured: a 2-piece molecular cluster, C7H16NO4P overall, with ωB97M-V with the def2-TZVPD basis set.

Bonds (Å) are listed after each position.
Positions of all 29 atoms, in Å:
1 C -1.93731 -2.41989 -0.11761  C7 1.546, H14 1.094, H15 1.064, H16 1.026
2 C -0.74285 -1.12902 -1.85076  C7 1.484, H17 1.047, H18 1.060, H19 1.079
3 C 0.65165 -2.23990 -0.06250  C7 1.620, H20 1.083, H21 1.086, H22 1.073
4 C 2.44659 1.95799 -0.78472  O11 1.426, H23 1.101, H24 1.075, H25 0.996
5 C 0.99336 2.25784 2.38807  O12 1.427, H26 1.065, H27 1.039, H28 1.080
6 C -0.81867 -0.32888 0.48436  C7 1.465, P13 1.755, H29 1.081
7 C -0.74005 -1.48629 -0.41029  C1 1.546, C2 1.484, C3 1.620, C6 1.465
8 N -2.43358 0.71292 -0.24096  O9 1.169
9 O -3.06107 1.33632 0.52275  N8 1.169
10 O -0.85802 1.92942 -0.86982  P13 1.474
11 O 1.57545 0.98574 -0.21148  C4 1.426, P13 1.645
12 O -0.03375 2.12906 1.40547  C5 1.427, P13 1.612
13 P -0.02748 1.18867 0.09670  C6 1.755, O10 1.474, O11 1.645, O12 1.612
14 H -1.62220 -3.37095 -0.55753  C1 1.094
15 H -2.07118 -2.50210 0.93486  C1 1.064
16 H -2.76144 -1.98677 -0.54979  C1 1.026
17 H -0.72434 -1.94086 -2.51141  C2 1.047
18 H -1.59378 -0.57775 -2.16010  C2 1.060
19 H 0.07054 -0.47857 -2.13143  C2 1.079
20 H 0.55000 -2.95335 0.74653  C3 1.083
21 H 1.38225 -1.46530 0.15241  C3 1.086
22 H 1.03814 -2.78184 -0.90399  C3 1.073
23 H 1.87731 2.34022 -1.64568  C4 1.101
24 H 3.40778 1.60020 -1.10699  C4 1.075
25 H 2.52834 2.70095 -0.12644  C4 0.996
26 H 1.40243 3.24046 2.35691  C5 1.065
27 H 1.84148 1.66896 2.27486  C5 1.039
28 H 0.48125 2.12789 3.32983  C5 1.080
29 H -0.82086 -0.51516 1.54876  C6 1.081

Properties
* E_LUMO: 0.564 eV
* HOMO: -8.036 eV
* HOMO-LUMO gap: 8.60 eV
* energy relative to the best compared isomer or geometry (same formula, charge and spin): 413.2 kJ/mol


Entry 8:
Computed, not measured: a 2-piece molecular cluster, C7H16NO4P overall, with ωB97M-V with the def2-TZVPD basis set.

Bonds (Å) are listed after each position.
Positions of all 29 atoms, in Å:
1 C -2.67536 0.44595 0.69342  C7 1.534, H14 1.088, H15 1.087, H16 1.086
2 C -1.54188 0.59779 -1.54351  C7 1.530, H17 1.088, H18 1.087, H19 1.087
3 C -1.80432 -1.62035 -0.40439  C7 1.524, H20 1.085, H21 1.088, H22 1.087
4 C 2.66800 -1.54026 1.48594  O11 1.417, H23 1.092, H24 1.093, H25 1.089
5 C 2.15498 1.99730 -0.98864  O12 1.421, H26 1.090, H27 1.091, H28 1.092
6 C -0.24006 0.12103 0.49600  C7 1.517, N8 1.367, P13 1.875
7 C -1.56632 -0.12921 -0.19720  C1 1.534, C2 1.530, C3 1.524, C6 1.517
8 N -0.01029 1.41988 0.85315  C6 1.367, O9 1.224
9 O 0.55166 1.68375 1.90823  N8 1.224
10 O 1.15609 -1.73364 -1.08785  P13 1.457
11 O 2.45764 -0.39214 0.68318  C4 1.417, P13 1.603
12 O 1.72026 0.71218 -1.41157  C5 1.421, P13 1.584
13 P 1.29507 -0.44691 -0.41869  C6 1.875, O10 1.457, O11 1.603, O12 1.584
14 H -2.68256 -0.05546 1.65878  C1 1.088
15 H -2.51998 1.50887 0.86201  C1 1.087
16 H -3.64342 0.30108 0.22235  C1 1.086
17 H -0.74670 0.20015 -2.17141  C2 1.088
18 H -2.49178 0.45373 -2.05125  C2 1.087
19 H -1.38057 1.66351 -1.39916  C2 1.087
20 H -1.06592 -2.04043 -1.07881  C3 1.085
21 H -2.79417 -1.77732 -0.82680  C3 1.088
22 H -1.74357 -2.14715 0.54433  C3 1.087
23 H 2.71057 -2.43551 0.86191  C4 1.092
24 H 1.86228 -1.64995 2.21611  C4 1.093
25 H 3.61493 -1.39179 2.00356  C4 1.089
26 H 2.50142 2.50834 -1.88649  C5 1.090
27 H 2.96674 1.91419 -0.26516  C5 1.091
28 H 1.32664 2.55034 -0.54013  C5 1.092
29 H -0.07937 -0.71797 1.78208  no bonds

Properties
* E_LUMO: -0.652 eV
* HOMO: -9.490 eV
* HOMO-LUMO gap: 8.84 eV
* energy relative to the best compared isomer or geometry (same formula, charge and spin): 308.5 kJ/mol


Taking the records one at a time from the top gives max |F| values of 6.0 3.8 5.5 5.7 4.2 4.7 4.2 5.5 eV/Å.